14
Properties=species:S:1:pos:R:3:forces:R:3 method="wB97M-V/def2-TZVPD" charge=+1 orbital_gap_ev=10.531 e_above_lowest_kcal_mol=0.0
C -2.6539 -0.9175 -0.0040 2.2 2.2 -0.2
C -1.1719 1.2531 -0.0833 -1.7 -1.7 0.3
N -1.9789 0.1068 -0.0542 -0.3 -0.2 0.0
N -3.0556 -2.0375 0.0171 -0.2 -0.6 0.0
N -1.8318 2.4005 0.0383 0.1 0.3 -0.1
N 1.8937 -0.5775 -0.1272 -0.3 0.5 0.0
O 0.0528 1.1832 -0.1847 0.2 0.2 -0.1
H 1.0108 0.1194 -0.1595 0.3 -0.4 0.0
H -3.9570 -2.4612 0.0640 -0.4 0.0 0.0
H -2.8348 2.4366 0.1061 0.1 -0.1 0.0
H -1.3134 3.2646 0.0244 0.0 -0.1 0.0
H 2.5623 -0.1975 0.5464 0.0 -0.2 -0.1
H 1.6151 -1.5188 0.1447 0.1 0.1 0.0
H 2.3208 -0.5920 -1.0537 0.0 -0.1 0.1



144
Properties=species:S:1:pos:R:3:forces:R:3 method="wB97M-V/def2-TZVPD" charge=+1 orbital_gap_ev=7.212
C 3.2614 -2.6802 4.2043 0.7 0.1 0.4
C 3.8077 -1.2120 4.0055 -0.6 -0.6 -1.1
C 3.6635 -0.8201 2.4511 0.4 -0.5 1.2
C 3.1862 0.6778 2.3028 0.6 -1.2 0.1
C 2.5607 1.0979 0.9116 2.0 0.7 -0.6
C 3.2112 2.5457 0.6922 -0.2 0.2 -0.9
N 2.3891 3.4201 -0.1796 -0.2 0.4 0.8
C 3.1289 4.6214 -0.6581 -0.8 0.6 -0.8
C 2.8276 0.0427 -0.2219 -0.8 -1.1 0.2
Br 4.6897 -0.2790 -0.7590 -0.8 0.7 -0.1
N 1.8183 0.3421 -1.3064 -0.8 3.0 0.7
C 2.3659 1.0601 -2.4967 -0.8 -1.3 -1.6
C 2.6766 -0.0405 -3.6371 1.3 0.7 -0.3
O 3.3275 0.3420 -4.5914 -1.1 -0.4 0.9
N 2.2243 -1.4082 -3.4788 -0.1 0.0 -0.8
C 3.3556 -2.3505 -3.2178 0.6 0.4 1.7
C 1.5531 -1.9070 -4.7179 -0.6 -0.5 0.1
C 0.7007 0.9669 -0.6419 3.6 -0.6 0.7
N -0.4514 1.2568 -1.1953 -0.1 0.3 0.4
C -1.5457 1.9803 -0.4590 -0.4 0.0 0.4
N -2.5726 1.0078 -0.1269 -0.4 0.8 -0.6
C -3.8724 1.6365 0.2128 0.1 -0.6 0.5
C -0.8139 0.9211 -2.6067 -0.7 0.2 -1.0
O -0.4254 -0.3756 -2.9965 -0.8 0.8 0.3
C -1.3478 -1.3590 -2.6075 -0.9 -2.2 1.2
C -2.6694 -1.4652 -3.2185 0.5 -1.0 1.1
C -3.5867 -2.5170 -2.8058 2.5 0.1 1.5
C -3.1318 -3.4439 -1.7592 0.6 1.0 -0.7
C -1.8000 -3.3623 -1.1638 -0.2 1.7 -1.3
C -0.8807 -2.3008 -1.5770 -2.4 0.2 -1.4
N 1.0998 1.2225 0.7167 -1.3 -1.5 1.0
P 0.0073 0.6174 1.9741 -3.0 0.4 0.2
N 0.5043 -0.9951 2.4716 0.4 1.0 -0.3
O 0.1270 1.6190 3.3313 1.0 -1.3 -1.2
H 3.9848 -3.4221 3.7784 -0.6 0.6 0.2
H 2.2698 -2.8328 3.7002 0.9 0.3 0.6
H 3.1799 -2.9109 5.3031 -0.1 0.2 -1.1
H 4.8997 -1.1472 4.2504 -1.1 0.0 0.2
H 3.1896 -0.5256 4.6381 0.7 -0.4 -0.5
H 4.6861 -1.0096 2.0170 -1.2 0.5 0.1
H 2.9842 -1.5883 2.0119 0.3 0.9 0.2
H 4.1253 1.2928 2.4193 -1.1 -0.5 -0.2
H 2.5629 0.9150 3.2013 0.2 0.0 -1.0
H 4.2003 2.4023 0.1713 -0.8 0.1 0.8
H 3.3290 3.0955 1.6729 0.2 -1.0 -0.8
H 1.6625 3.8000 0.4412 0.2 -0.4 -0.4
H 3.4190 4.4152 -1.7253 0.2 0.5 1.1
H 3.9915 4.9351 -0.0167 -0.6 -0.4 -0.6
H 2.3865 5.4924 -0.6679 1.2 -1.2 0.0
H 2.5074 -1.0050 0.0436 0.5 1.3 0.5
H 3.2511 1.7098 -2.2850 -0.6 -0.8 -0.1
H 1.6106 1.7402 -2.9836 0.7 -0.7 0.8
H 4.3233 -1.8468 -3.4787 -0.7 -0.8 -0.1
H 3.3861 -2.5389 -2.1056 0.1 0.0 -1.1
H 3.2282 -3.3443 -3.7141 0.0 1.1 0.2
H 0.8142 -1.1814 -5.1438 1.0 -0.5 0.3
H 2.3244 -2.2498 -5.4549 -0.8 0.5 0.3
H 0.9482 -2.8061 -4.4002 0.6 0.8 -0.4
H -1.1118 2.5282 0.4219 -0.1 -0.5 -0.8
H -1.9845 2.7482 -1.1595 0.5 -0.8 0.6
H -2.2738 0.3582 0.6011 0.1 0.5 -0.2
H -4.2102 2.2697 -0.6444 0.2 -0.4 0.9
H -3.7950 2.2141 1.1804 -0.3 -0.2 -1.0
H -4.6073 0.7989 0.3723 0.6 1.0 -0.2
H -0.3816 1.7108 -3.2857 -0.1 -1.1 0.6
H -1.9269 1.0078 -2.7104 0.9 0.1 0.6
H -2.9758 -0.7429 -4.0107 0.4 -0.7 0.7
H -4.6081 -2.6114 -3.2478 1.2 0.1 0.4
H -3.8523 -4.2338 -1.4358 0.9 0.8 -0.2
H -1.4359 -4.0579 -0.3725 -0.7 0.5 -0.8
H 0.1542 -2.1708 -1.1750 -1.0 -0.2 -0.4
H -0.2084 -1.3642 3.1122 0.3 0.4 -0.1
H 0.4315 -1.5951 1.6392 0.2 0.3 0.3
H -0.7519 2.0009 3.5070 0.4 -0.2 -0.2
N -6.7610 -3.0393 -0.4338 0.0 0.0 0.0
C -7.8053 -3.7730 0.0635 0.0 -0.1 0.0
C -7.7040 -3.7790 1.4304 -0.1 -0.1 -0.1
C -6.5583 -3.0152 1.7730 0.1 0.1 0.0
C -5.9992 -2.5699 0.6031 0.1 0.0 0.0
H -6.5823 -2.8707 -1.4080 -0.1 0.0 0.1
H -8.5265 -4.2266 -0.5972 0.0 0.0 0.1
H -8.3784 -4.2756 2.1098 0.0 0.0 0.0
H -6.1867 -2.8145 2.7657 0.0 0.0 -0.1
H -5.1272 -1.9625 0.4179 0.0 0.0 0.0
N 6.4603 -5.7981 0.3700 -0.1 0.2 0.0
C 7.1588 -4.6249 0.2815 0.1 -0.1 0.0
C 6.2544 -3.6057 0.1320 0.1 0.1 0.0
C 4.9596 -4.1860 0.1364 -0.1 -0.1 0.0
C 5.1195 -5.5396 0.2875 0.0 -0.1 0.0
H 6.8695 -6.7100 0.4797 0.0 0.1 0.0
H 8.2357 -4.6174 0.3309 -0.1 0.0 0.0
H 6.4952 -2.5592 0.0322 0.0 -0.1 0.0
H 4.0166 -3.6692 0.0404 0.0 0.0 0.0
H 4.3978 -6.3387 0.3422 0.0 0.1 0.0
N 7.2955 1.8500 -4.1117 -0.1 0.1 0.1
C 7.9808 3.0314 -4.2087 0.1 0.0 0.0
C 7.0641 4.0427 -4.3273 0.1 0.1 0.0
C 5.7752 3.4499 -4.2959 -0.1 -0.1 0.1
C 5.9489 2.0953 -4.1584 0.1 -0.1 0.1
H 7.7162 0.9419 -4.0196 0.0 0.1 0.0
H 9.0585 3.0490 -4.1864 -0.1 0.0 0.0
H 7.2928 5.0923 -4.4256 0.0 -0.1 0.0
H 4.8262 3.9593 -4.3661 0.0 0.0 0.0
H 5.2359 1.2912 -4.0913 0.0 0.1 -0.1
N -0.3277 5.8028 -1.6242 0.0 -0.1 0.1
C 0.3659 6.9788 -1.7363 0.0 0.1 0.0
C -0.5434 7.9884 -1.9173 0.1 0.0 0.0
C -1.8353 7.4020 -1.9091 -0.1 -0.1 0.0
C -1.6713 6.0542 -1.7237 0.0 0.0 0.0
H 0.0862 4.8961 -1.4887 0.0 0.1 0.0
H 1.4414 6.9947 -1.6785 -0.1 0.1 -0.1
H -0.3076 9.0334 -2.0409 0.0 -0.1 0.0
H -2.7786 7.9118 -2.0252 0.1 0.0 0.0
H -2.3914 5.2541 -1.6552 0.0 0.1 0.0
N -2.8810 2.2554 8.0426 0.1 0.0 -0.2
C -1.9576 1.3691 7.5583 -0.1 0.0 0.1
C -1.8030 1.6125 6.2173 0.1 -0.1 0.1
C -2.6618 2.6901 5.8815 -0.1 0.0 -0.1
C -3.3102 3.0661 7.0277 -0.2 0.1 0.1
H -3.1949 2.3036 8.9967 0.0 0.0 -0.1
H -1.4935 0.6439 8.2070 0.0 0.0 -0.1
H -1.1455 1.0763 5.5508 0.0 0.0 0.1
H -2.7905 3.1408 4.9085 0.0 0.1 0.1
H -4.0402 3.8390 7.2094 0.1 0.0 0.0
N -3.7746 -7.2980 -2.2967 0.1 0.0 0.0
C -4.0794 -8.5940 -2.6165 -0.1 0.0 0.0
C -2.9774 -9.1530 -3.2093 -0.1 -0.1 0.0
C -1.9657 -8.1589 -3.2442 0.1 0.1 0.0
C -2.4851 -7.0266 -2.6721 0.0 0.1 0.0
H -4.4001 -6.6479 -1.8546 0.0 -0.1 0.0
H -5.0519 -9.0037 -2.3962 0.1 0.0 0.0
H -2.9046 -10.1646 -3.5764 0.0 0.1 0.0
H -0.9689 -8.2629 -3.6434 -0.1 0.0 0.0
H -2.0517 -6.0542 -2.5009 0.0 -0.1 -0.1
N -6.0860 3.7114 4.7763 0.0 0.0 0.0
C -6.9624 4.7547 4.6471 0.0 0.0 0.0
C -7.0439 5.0766 3.3167 -0.1 0.1 0.1
C -6.1880 4.1897 2.6149 0.1 -0.1 0.0
C -5.6135 3.3578 3.5420 0.1 0.0 0.0
H -5.8292 3.2715 5.6435 0.0 0.0 -0.1
H -7.4497 5.1774 5.5108 0.0 0.0 -0.1
H -7.6517 5.8609 2.8941 0.0 0.0 0.0
H -6.0138 4.1639 1.5502 0.0 0.0 0.0
H -4.9104 2.5475 3.4313 -0.1 0.0 0.0



9
Properties=species:S:1:pos:R:3:forces:R:3 method="wB97M-V/def2-TZVPD" charge=0 orbital_gap_ev=8.500 e_above_lowest_kcal_mol=34.3
O 0.1533 -0.7630 0.0679 -2.6 -1.1 -0.7
C -0.5735 0.3502 -0.1429 5.2 0.7 0.9
N -0.0857 1.5131 -0.1887 -0.2 0.6 0.0
S 1.2725 2.3046 -0.0724 1.8 -1.8 0.0
N 2.6784 1.0028 -0.0227 2.0 -1.7 0.1
C 3.6330 0.2269 0.0377 -2.5 2.1 0.4
S 4.8586 -0.8219 0.2672 -1.3 1.1 -0.4
H 1.0292 -0.8120 0.4313 0.7 1.2 0.2
H -1.5556 0.2866 -0.3599 -3.2 -1.1 -0.4



16
Properties=species:S:1:pos:R:3:forces:R:3 method="wB97M-V/def2-TZVPD" charge=0 orbital_gap_ev="8.243 / 8.243" e_above_lowest_kcal_mol=95.0
C 0.5828 0.3661 -0.0164 0.4 -2.5 0.3
C 0.9124 1.4052 -0.9575 1.7 3.3 -2.5
C -0.4493 0.6122 1.0640 0.6 -1.6 0.5
C -0.2086 -2.0718 -0.5065 -0.4 -2.3 0.5
N 0.5823 -0.8907 -0.7851 1.8 0.6 1.5
O 3.3956 0.0460 -0.1495 2.3 1.2 -1.6
S 2.2591 -0.4055 0.5646 -4.7 -1.9 0.3
H 1.6549 1.0701 -1.7256 -0.8 0.0 0.7
H 1.3232 2.3971 -0.6489 0.1 -0.9 1.0
H 0.0770 1.8162 -1.5066 -0.8 -0.6 -0.3
H -0.9855 -0.3735 1.1771 0.2 1.3 0.3
H -1.1030 1.3670 0.6894 -0.8 0.5 0.0
H -0.0088 0.9219 2.0463 -0.4 -0.2 -0.9
H -0.6059 -2.6035 -1.4267 0.9 1.1 0.4
H 0.3227 -2.9526 0.0252 -0.4 1.6 -0.6
H -1.1436 -1.9416 0.0498 0.2 0.4 0.3



Energy values (in eV) by entry order: -10189.293; -159390.677; -28802.137; -18663.405.